{
  "formula": "C8H12B5O14",
  "method": "wB97M-V/def2-TZVPD",
  "orbital_gap_ev": 8.86,
  "total_charge": -1,
  "energy_ev": -40554.7303,
  "e_lumo_ev": 1.78,
  "species": ["C", "C", "C", "O", "C", "B", "O", "B", "O", "B", "B", "O", "O", "O", "H", "H", "H", "H", "H", "H", "H", "H", "H", "H", "H", "H", "B", "O", "C", "O", "C", "O", "O", "O", "C", "O", "C", "O", "O"],
  "positions_angstrom": [[-0.53, 0.52, 0.04], [-1.87, -0.20, -0.11], [-2.90, 0.29, 0.91], [-2.33, 0.82, 2.10], [-2.45, -0.05, 3.21], [-1.76, -1.46, 3.04], [-2.50, -2.63, 3.19], [-1.88, -3.53, 4.01], [-0.59, -3.32, 4.46], [0.18, -2.36, 3.83], [1.78, -1.98, 4.31], [2.80, -2.88, 4.33], [2.03, -0.70, 4.77], [-0.41, -1.61, 2.82], [0.08, 0.04, 0.80], [0.00, 0.53, -0.91], [-0.67, 1.56, 0.32], [-1.68, -1.27, 0.04], [-2.24, -0.08, -1.12], [-3.46, 1.11, 0.45], [-3.63, -0.48, 1.15], [-1.95, 0.45, 4.04], [-3.50, -0.16, 3.53], [-2.46, -4.52, 4.34], [3.45, -2.62, 4.99], [1.54, -0.05, 4.27], [1.92, 1.89, -4.83], [1.30, 0.94, -3.88], [-0.01, 1.12, -3.87], [-0.80, 0.51, -3.21], [-0.34, 2.25, -4.86], [-1.44, 2.67, -5.11], [0.79, 2.67, -5.39], [2.90, 2.77, -4.16], [4.09, 2.61, -4.73], [5.10, 3.18, -4.41], [3.94, 1.58, -5.86], [4.81, 1.20, -6.58], [2.68, 1.19, -5.89]]
}

{
  "formula": "H20NO13",
  "method": "wB97M-V/def2-TZVPD",
  "orbital_gap_ev": 9.80,
  "total_charge": -1,
  "energy_ev": -28429.1411,
  "e_above_lowest_kcal_mol": 98.8,
  "e_lumo_ev": 2.88,
  "species": ["N", "O", "O", "O", "O", "H", "H", "O", "H", "H", "O", "H", "H", "O", "H", "H", "O", "H", "H", "O", "H", "H", "O", "H", "H", "O", "H", "H", "O", "H", "H", "O", "H", "H"],
  "positions_angstrom": [[-0.04, -0.14, 0.11], [0.96, -0.69, -0.40], [-0.52, -0.56, 1.17], [-0.70, 0.64, -0.59], [-1.53, -3.07, 0.10], [-1.42, -2.22, 0.59], [-2.28, -2.99, -0.41], [2.20, 1.73, -1.51], [1.76, 0.91, -1.14], [1.82, 1.78, -2.44], [-2.87, -1.00, 3.16], [-2.81, -0.24, 3.68], [-2.09, -0.94, 2.54], [3.83, -0.61, 1.22], [4.05, -0.73, 0.23], [2.96, -0.93, 1.47], [0.33, 1.95, -3.45], [0.71, 1.09, -3.98], [-0.38, 1.56, -3.22], [-2.18, 2.43, -2.48], [-2.61, 3.06, -2.02], [-1.89, 1.82, -1.69], [1.70, -2.01, 2.39], [1.74, -2.70, 1.97], [0.97, -1.50, 2.17], [0.81, -1.11, -3.13], [1.43, -1.70, -3.35], [0.95, -1.23, -2.16], [-3.00, 1.24, 1.01], [-3.58, 0.57, 1.01], [-2.18, 1.05, 0.60], [1.04, 1.86, 2.70], [0.84, 0.86, 2.93], [2.02, 1.80, 2.91]]
}

{
  "formula": "C17H22Br6O15",
  "method": "wB97M-V/def2-TZVPD",
  "orbital_gap_ev": 10.02,
  "energy_ev": -468951.6881,
  "e_above_lowest_kcal_mol": 0.0,
  "e_lumo_ev": 0.16,
  "species": ["C", "C", "O", "C", "O", "O", "H", "H", "H", "H", "C", "C", "O", "C", "O", "O", "H", "H", "H", "H", "C", "C", "O", "C", "O", "O", "H", "H", "H", "H", "C", "C", "O", "C", "O", "O", "H", "H", "H", "H", "C", "C", "O", "C", "O", "O", "H", "H", "H", "H", "C", "Br", "Br", "Br", "H", "C", "Br", "Br", "Br", "H"],
  "positions_angstrom": [[2.45, -3.42, -2.55], [3.24, -2.14, -2.27], [2.26, -1.14, -2.55], [1.33, -1.67, -3.37], [0.43, -1.04, -3.90], [1.51, -2.99, -3.60], [1.91, -3.79, -1.71], [3.09, -4.21, -3.00], [4.08, -1.99, -2.87], [3.56, -2.03, -1.19], [0.80, 2.74, 0.50], [0.12, 2.52, 1.85], [1.24, 2.24, 2.72], [2.37, 2.08, 1.99], [3.43, 1.78, 2.58], [2.15, 2.15, 0.71], [1.04, 3.73, 0.12], [0.37, 2.12, -0.29], [-0.67, 1.76, 1.70], [-0.28, 3.47, 2.17], [4.92, -0.93, 2.14], [4.40, -1.24, 3.59], [3.80, -2.58, 3.39], [4.02, -2.98, 2.10], [3.59, -4.03, 1.63], [4.73, -2.16, 1.38], [5.97, -0.75, 2.09], [4.31, -0.11, 1.67], [3.57, -0.54, 3.88], [5.21, -1.34, 4.31], [-6.18, 2.61, 1.77], [-5.04, 2.45, 0.70], [-3.89, 3.07, 1.43], [-4.30, 3.72, 2.57], [-3.63, 4.40, 3.31], [-5.66, 3.45, 2.81], [-6.58, 1.66, 2.11], [-7.04, 3.06, 1.26], [-5.25, 2.94, -0.26], [-4.64, 1.53, 0.47], [-3.00, -2.27, -1.63], [-2.68, -1.51, -2.86], [-1.89, -0.43, -2.38], [-2.31, -0.20, -1.08], [-2.04, 0.67, -0.37], [-3.20, -1.18, -0.67], [-2.21, -3.01, -1.26], [-3.95, -2.78, -1.80], [-3.56, -1.07, -3.36], [-2.07, -1.90, -3.67], [0.48, 1.84, -4.15], [2.22, 1.95, -5.04], [-0.77, 1.39, -5.54], [0.20, 3.57, -3.34], [0.45, 1.02, -3.50], [-0.59, -1.64, 2.23], [0.15, -1.32, 3.97], [-1.04, -3.41, 2.03], [0.58, -1.05, 0.85], [-1.50, -1.08, 2.16]]
}

{
  "formula": "C6H14N4",
  "method": "wB97M-V/def2-TZVPD",
  "orbital_gap_ev": [7.07, 7.40],
  "total_charge": 2,
  "energy_ev": -12387.6618,
  "spin_multiplicity": 3,
  "e_above_lowest_kcal_mol": 36.7,
  "e_lumo_ev": [-7.01, -11.19],
  "species": ["C", "C", "C", "C", "C", "C", "N", "N", "N", "N", "H", "H", "H", "H", "H", "H", "H", "H", "H", "H", "H", "H", "H", "H"],
  "positions_angstrom": [[0.52, -1.95, 0.26], [1.24, -0.89, 0.58], [-1.25, -0.73, -0.94], [-0.53, 0.75, -0.50], [2.45, -0.73, 1.46], [-1.19, 1.24, 0.82], [-0.69, -1.79, -0.48], [-2.24, -0.66, -1.76], [-0.59, 1.65, -1.57], [0.92, 0.43, -0.15], [0.83, -2.92, 0.59], [2.99, -1.67, 1.74], [1.94, -0.14, 2.26], [3.07, 0.05, 0.95], [-0.39, 1.79, 1.46], [-1.52, 0.36, 1.44], [-1.98, 1.87, 0.66], [-1.07, -2.63, -0.67], [-2.57, 0.19, -2.01], [-2.79, -1.45, -1.91], [-0.68, 2.61, -1.56], [-0.03, 1.54, -2.41], [1.14, 1.10, 0.56], [1.56, 0.55, -1.02]]
}